[1]
99
Properties=species:S:1:pos:R:3:mulliken_charge:R:1 method="wB97M-V/def2-TZVPD" total_energy_ha=-3398.57955 homo_ev=-6.28 fmax_ha_per_bohr=0.0158 de_lowest_kj_mol=0.0 lumo_energy_ev=-0.9 spin_multiplicity=1
Hf 1.0769 0.6954 0.8221 -0.333
Cl 5.9718 0.1855 6.3577 -0.239
C 4.6503 0.0565 5.2350 -0.021
C 3.3929 -0.3522 5.6897 -0.559
C 2.3478 -0.4662 4.8102 -0.837
C 2.4876 -0.1736 3.4353 0.185
O 1.4690 -0.3266 2.6457 -0.366
C 3.7719 0.2610 2.9864 0.622
C 4.1299 0.5988 1.6380 0.417
N 3.3624 0.7514 0.6109 0.195
C 3.8941 0.9657 -0.6773 0.639
C 5.2130 0.7931 -1.0212 -0.766
C 5.6576 1.0081 -2.3379 -1.067
C 4.7851 1.3714 -3.3226 -0.761
C 3.4151 1.5200 -3.0209 1.075
C 2.4495 1.8826 -3.9859 -1.065
C 1.1358 1.9941 -3.6290 -1.151
C 0.7685 1.7137 -2.3038 -0.364
N 1.6443 1.3794 -1.3848 0.796
C 2.9641 1.3069 -1.7004 -0.430
C 4.8341 0.3501 3.9139 -1.355
H 3.2546 -0.5788 6.7386 0.438
H 1.3703 -0.7818 5.1499 0.411
H 5.2027 0.7361 1.5093 0.065
H 5.9346 0.4676 -0.2861 0.407
H 6.7073 0.8715 -2.5613 0.396
H 5.1205 1.5340 -4.3391 0.446
H 2.7702 2.0686 -5.0039 0.429
H 0.3700 2.2730 -4.3387 0.552
H -0.2702 1.7588 -1.9943 0.402
H 5.8118 0.6666 3.5723 0.450
C 1.2118 4.9180 0.0089 -1.156
C -0.0484 4.6148 0.7675 1.199
C -1.1043 5.5142 0.8020 -0.802
C -2.2662 5.2380 1.5101 -0.818
C -2.3699 4.0308 2.1858 -0.628
C -1.3414 3.0978 2.1680 1.310
C -1.4759 1.7989 2.9072 -1.310
C -0.1513 3.3836 1.4563 -0.441
N 0.8695 2.4712 1.4086 0.166
H 1.2769 5.9789 -0.2361 0.474
H 1.2617 4.3513 -0.9275 0.020
H 2.0877 4.6271 0.5920 0.251
H -1.0073 6.4557 0.2703 0.357
H -3.0762 5.9565 1.5396 0.428
H -3.2743 3.8000 2.7416 0.345
H -2.4702 1.7154 3.3511 0.389
H -0.7322 1.7127 3.7052 0.346
H -1.3373 0.9105 2.2740 -0.072
O -0.6349 -0.1346 0.0306 1.967
Si -1.9994 -0.5246 -0.7474 -0.665
C -1.5727 -1.6241 -2.2126 0.888
C -2.5768 -2.2483 -2.9600 -0.439
C -2.2698 -3.0596 -4.0431 -0.707
C -0.9426 -3.2645 -4.4011 -0.774
C 0.0690 -2.6539 -3.6730 -0.953
C -0.2471 -1.8417 -2.5904 0.422
C -3.0710 -1.4141 0.5147 1.270
C -4.4008 -1.7469 0.2415 -0.636
C -5.1867 -2.4050 1.1766 -0.739
C -4.6562 -2.7349 2.4177 -0.626
C -3.3431 -2.3984 2.7161 -0.895
C -2.5619 -1.7443 1.7717 -0.146
C -2.8931 0.9881 -1.3979 0.871
C -2.9663 1.2848 -2.7615 -0.340
C -3.5289 2.4739 -3.2071 -0.733
C -4.0180 3.3932 -2.2893 -0.712
C -3.9492 3.1194 -0.9294 -0.675
C -3.3980 1.9248 -0.4919 -0.275
H -3.6189 -2.0993 -2.6971 0.238
H -3.0625 -3.5335 -4.6089 0.430
H -0.7003 -3.8977 -5.2456 0.396
H 1.1073 -2.8108 -3.9398 0.499
H 0.5599 -1.3912 -2.0212 0.074
H -4.8424 -1.4718 -0.7111 0.275
H -6.2150 -2.6508 0.9424 0.430
H -5.2686 -3.2413 3.1531 0.400
H -2.9263 -2.6368 3.6867 0.489
H -1.5380 -1.4835 2.0244 0.120
H -2.5778 0.5772 -3.4877 0.412
H -3.5818 2.6853 -4.2683 0.441
H -4.4471 4.3264 -2.6324 0.394
H -4.3049 3.8435 -0.2088 0.425
H -3.3346 1.7335 0.5742 0.340
S 2.5317 -2.0770 -0.1301 -0.497
C 1.4420 -3.3625 0.0422 0.586
N 1.8982 -4.6286 -0.0021 -0.168
C 1.0448 -5.8072 -0.0408 -0.724
C -0.2521 -5.5144 0.6944 -0.865
C -0.8601 -4.2302 0.1583 0.036
N 0.1343 -3.1673 0.2219 0.797
H 2.8825 -4.7161 -0.1874 0.249
H 1.5792 -6.6355 0.4233 0.433
H 0.8325 -6.0852 -1.0785 0.301
H -0.0552 -5.4012 1.7621 0.351
H -0.9468 -6.3434 0.5646 0.396
H -1.7185 -3.9252 0.7561 -0.003
H -1.1990 -4.3547 -0.8754 0.115
H -0.1611 -2.1962 0.2346 -1.144


[2]
11
Properties=species:S:1:pos:R:3:nbo_charge:R:1 method="wB97M-V/def2-TZVPD" total_energy_ha=-706.93646 total_charge=+1 homo_ev="-14.57 / -13.64" fmax_ha_per_bohr=0.0673 de_lowest_kj_mol=613.9 lumo_energy_ev="-6.3 / -6.4" spin_multiplicity=1
C -2.2741 0.0262 0.8901 0.008
C 0.6091 0.6528 -0.7009 -0.343
C 1.6010 -0.3159 0.0244 -0.103
N -0.3875 -0.3816 -0.4032 0.095
O 0.4651 -1.2403 -0.0189 -0.190
Cl -3.5268 0.3606 -0.0215 0.319
H -2.4045 -0.6835 1.6784 0.192
H 0.6287 1.6467 -0.0899 0.267
H 0.8611 0.8000 -1.8356 0.283
H 2.3949 -0.7303 -0.5963 0.228
H 2.0330 -0.1346 1.0733 0.245


[3]
80
Properties=species:S:1:pos:R:3:mulliken_charge:R:1 method="wB97M-V/def2-TZVPD" total_energy_ha=-6664.82306 total_charge=+1 homo_ev=-11.34 fmax_ha_per_bohr=0.0593 de_lowest_kj_mol=292.0 lumo_energy_ev=-4.7 spin_multiplicity=1
W 0.1264 -0.2406 -2.0306 2.750
Cl 3.7871 5.8117 -1.9837 -0.226
C 3.2583 4.1686 -2.0253 0.644
C 4.1307 3.1898 -2.4135 -0.301
C 3.7186 1.8389 -2.4658 -0.011
I 5.0001 0.3432 -3.1031 0.080
C 2.4431 1.5174 -2.0950 -0.226
O 1.9621 0.2541 -2.0755 -0.489
C 1.5548 2.5120 -1.6760 0.234
N 0.3193 2.0665 -1.3275 0.907
C -0.6130 2.9523 -1.0852 -0.521
C -0.3519 4.3367 -1.0705 -1.570
C 0.9109 4.7901 -1.3212 -1.132
C 1.9214 3.8595 -1.6645 0.525
H 5.1426 3.4503 -2.6898 0.476
H -1.6077 2.5711 -0.8929 0.919
H -1.1616 5.0179 -0.8511 0.618
H 1.1453 5.8452 -1.2839 0.482
O -2.3375 2.3317 -3.5156 -0.539
As -1.8360 0.6505 -3.6034 0.310
O -0.0342 0.9025 -3.5935 -0.661
O -1.6607 0.4321 -1.7933 -0.402
C -2.9939 -2.8849 -3.8786 1.451
C -4.2382 -3.0888 -4.4235 -1.182
C -4.4678 -4.4629 -4.5153 -0.274
C -3.5043 -5.4119 -4.1120 -0.598
C -2.2754 -5.0436 -3.5741 -0.827
C -2.1065 -3.6568 -3.4913 -0.005
S -0.0868 -2.6949 -2.3525 0.023
O 0.0174 -1.5817 -3.5158 -0.564
O -1.0609 -1.9306 -1.4035 -0.372
O 1.1829 -2.0412 -1.6112 -0.511
H -2.4534 2.7378 -4.3846 0.317
H -4.9405 -2.3362 -4.7471 0.426
H -5.4163 -4.7959 -4.9165 0.369
H -3.7176 -6.4667 -4.2286 0.387
H -1.5363 -5.7665 -3.2547 0.422
F 6.5853 0.3784 2.8427 -0.260
C 5.5761 1.1691 3.2292 0.870
F 5.8841 2.4217 2.8475 -0.254
F 5.5342 1.1588 4.5661 -0.270
C 4.2669 0.7388 2.6183 0.195
C 3.0919 0.8243 3.3531 -1.172
C 1.8860 0.5032 2.7561 -0.450
C 1.8479 0.1178 1.4149 0.282
C 3.0404 -0.0350 0.7108 -0.429
C 4.2493 0.2854 1.3106 -1.001
P 0.2487 -0.2784 0.6310 1.982
C -0.9353 0.9378 1.2800 0.489
C -0.5441 2.1745 1.7861 -1.195
C -1.4961 3.1007 2.1790 -1.114
C -2.8435 2.7999 2.0490 0.202
C -3.2482 1.5827 1.5222 -1.171
C -2.2940 0.6572 1.1316 -0.906
C -3.8638 3.8430 2.4257 0.760
F -4.0044 4.7431 1.4333 -0.255
F -3.4952 4.5192 3.5205 -0.265
F -5.0672 3.3099 2.6559 -0.268
C -0.1439 -1.8270 1.5261 1.314
C -1.0511 -1.8532 2.5835 -0.439
C -1.2786 -3.0311 3.2778 -1.170
C -0.6057 -4.1867 2.9181 0.262
C 0.3189 -4.1664 1.8861 -1.190
C 0.5541 -2.9888 1.1967 -0.970
C -0.8632 -5.4510 3.6966 0.815
F -0.2942 -5.3934 4.9108 -0.246
F -2.1766 -5.6473 3.8841 -0.258
F -0.3758 -6.5314 3.0748 -0.273
H 3.1208 1.1363 4.3878 0.508
H 0.9755 0.5493 3.3402 0.623
H 3.0346 -0.4277 -0.2947 0.713
H 5.1749 0.1763 0.7603 0.458
H 0.5040 2.4292 1.8690 0.594
H -1.1902 4.0580 2.5804 0.476
H -4.3011 1.3603 1.4166 0.509
H -2.6096 -0.2810 0.6920 0.669
H -1.5862 -0.9638 2.8809 0.398
H -1.9834 -3.0462 4.0991 0.455
H 0.8548 -5.0671 1.6205 0.503
H 1.2820 -2.9762 0.3998 0.547


[4]
13
Properties=species:S:1:pos:R:3:nbo_charge:R:1 method="wB97M-V/def2-TZVPD" total_energy_ha=-414.81919 homo_ev="-9.63 / -9.63" fmax_ha_per_bohr=0.0972 de_lowest_kj_mol=725.8 lumo_energy_ev="0.4 / 0.4" spin_multiplicity=1
C -0.2866 -1.1389 0.3286 -0.634
C 0.0883 0.3295 0.3417 -0.318
N 0.0400 0.9210 -0.9794 -0.072
N -0.8628 2.4639 -0.8043 0.628
O -1.5982 2.4084 0.0919 -0.334
O -0.7585 3.1457 -1.7462 -0.330
O 1.2906 1.3779 -1.4442 -0.548
H 0.3416 -1.7106 -0.4330 0.216
H 0.1235 -1.6748 1.2600 0.229
H -1.3462 -1.4621 -0.0383 0.229
H -0.5387 0.9808 1.0186 0.247
H 1.1186 0.4360 0.7686 0.209
H 1.2273 1.4574 -2.3465 0.477


[5]
21
Properties=species:S:1:pos:R:3:nbo_charge:R:1 method="wB97M-V/def2-TZVPD" total_energy_ha=-670.11823 total_charge=-1 homo_ev=-4.51 fmax_ha_per_bohr=0.0210 lumo_energy_ev=3.8 spin_multiplicity=1
C -2.5615 0.8985 -0.8645 -0.687
C -1.8263 -0.3642 -0.4805 0.341
N -1.7755 -1.3399 -1.2964 -0.723
C -1.1614 -0.4682 0.8087 -1.012
Al 0.3823 0.8463 1.0637 1.597
F 0.2382 1.8278 2.5154 -0.781
C 2.0745 -0.3074 1.2037 -0.980
C 2.4703 -0.7006 -0.2246 -0.067
O 2.8864 0.4946 -0.8850 -0.738
H -3.1385 1.3264 -0.0515 0.209
H -3.2752 0.6517 -1.6464 0.188
H -1.8674 1.6202 -1.2777 0.243
H -2.2682 -1.1025 -2.1571 0.300
H -1.8477 -0.3501 1.6514 0.223
H -0.7672 -1.4785 0.8653 0.227
H 0.4602 1.7905 -0.2313 -0.477
H 2.9112 0.2708 1.5971 0.199
H 1.9014 -1.1978 1.8066 0.194
H 1.5734 -1.0779 -0.7209 0.157
H 3.2724 -1.4439 -0.2256 0.128
H 2.7152 0.4150 -1.8303 0.458


[6]
29
Properties=species:S:1:pos:R:3:nbo_charge:R:1 method="wB97M-V/def2-TZVPD" total_energy_ha=-11187.07969 total_charge=-1 homo_ev=-4.05 fmax_ha_per_bohr=0.0442 de_lowest_kj_mol=101.6 lumo_energy_ev=1.2 spin_multiplicity=1
Pd -0.4876 0.5327 -0.8622 0.381
C -2.0200 -3.0498 3.1445 -0.663
C -0.6722 -2.5521 2.7852 0.361
N 0.4349 -2.8209 3.3911 -0.276
N 1.3758 -2.0966 2.7113 -0.383
C 0.8703 -1.3683 1.6972 0.241
S 1.6587 -0.3360 0.6682 -0.189
N -0.4589 -1.6602 1.7561 -0.238
N -1.3550 -1.1857 0.8129 -0.696
H -1.9305 -3.8327 3.8926 0.245
H -2.5325 -3.4420 2.2661 0.246
H -2.6155 -2.2349 3.5618 0.228
H 2.3483 -2.1994 2.9301 0.421
H -2.2603 -0.9713 1.2120 0.391
H -1.4540 -1.8895 0.0627 0.439
Se 0.9994 0.9031 -2.7799 -0.511
Sb -0.7745 -1.0029 -2.8103 0.999
Se -2.7894 0.3160 -1.5678 -0.570
Se -0.2225 -3.0663 -1.6228 -0.808
Se -1.4651 -1.3325 -5.0959 -0.696
C 1.2690 3.2341 0.0304 -0.738
S -0.4300 2.7196 0.4348 0.180
C -1.3246 3.5800 -0.9027 -0.732
H 1.2320 4.0238 -0.7142 0.223
H 1.8331 2.3875 -0.3534 0.243
H 1.7361 3.6011 0.9430 0.216
H -0.9964 3.2183 -1.8708 0.246
H -1.1496 4.6531 -0.8085 0.201
H -2.3801 3.3611 -0.7661 0.240